An isolated molecule of C4H10N2O, computed with ωB97M-V/def2-TZVPD.

Calculated values
- LUMO (eV) = 0.90
- HOMO energy (eV) = -9.080
- multiplicity = 1
- Kohn-Sham gap (eV) = 10.0

Element x y z (Å)
C  -1.1926  -1.7833  -0.2112
C  0.0818  -1.1818  -0.7693
C  1.3582  -1.5649  -0.0871
N  -0.0568  0.3143  -0.7643
C  0.0227  1.1170  0.3192
N  -0.8212  2.2892  0.2417
O  0.6294  0.9505  1.3535
H  -1.0051  -2.7794  0.1717
H  -1.6393  -1.1659  0.5602
H  -1.9533  -1.9906  -0.9740
H  0.1521  -1.2918  -1.8583
H  2.2200  -1.0726  -0.5252
H  1.5706  -2.6230  0.1081
H  1.3174  -1.2675  0.9693
H  -0.4172  0.7870  -1.5734
H  -1.2702  2.4126  1.1217
H  -0.6508  3.0642  -0.3860

Forces on atoms 1 to 2 (eV/Å):
-0.354 -0.932 -0.394
-0.123 1.806 -1.102

***

C18H18ClNO2S as an isolated structure, computed with ωB97M-V/def2-TZVPD.

Calculated values
- LUMO (eV) = -0.30
- HOMO energy (eV) = -8.425
- multiplicity = 1
- Kohn-Sham gap (eV) = 8.1

Element x y z (Å)
C  1.4443  2.4206  -0.2111
C  2.6741  1.4361  -0.2366
C  3.9745  2.0005  -0.0651
C  4.9421  1.0028  -0.0213
C  4.7199  -0.5059  -0.2996
C  3.3532  -0.8898  -0.2606
C  2.2246  -0.0668  -0.1797
C  0.9287  -0.4721  -0.6790
O  0.1082  0.0271  -1.4247
C  0.6342  -1.7446  0.2974
H  1.4499  -1.9563  0.7108
C  -0.3441  -2.6606  -0.5308
C  -1.6155  -2.4306  -0.8900
H  -1.5383  -1.3809  -1.4958
H  -2.2494  -3.0800  -1.3096
C  -2.3941  -1.7079  0.5894
N  -1.4509  -0.8397  1.1376
C  -1.7514  0.6004  1.1708
O  -0.8481  1.5493  1.5605
C  -2.9796  1.1595  0.5120
C  -4.1310  1.5351  0.9183
S  -5.3816  2.1807  0.0375
C  -4.2094  1.8692  -1.3764
C  -3.0812  1.2957  -0.8455
H  -2.2056  1.1551  -1.9122
H  -4.4434  1.9846  -2.4429
H  -4.2908  1.3756  2.0561
C  -0.1704  -1.0156  1.4854
H  -0.4399  -2.0353  2.3374
H  0.3589  -0.4036  2.0884
H  -2.4825  -2.3649  1.1461
H  -3.3171  -1.2600  0.0760
H  0.3082  -3.0217  -1.3203
H  -0.3455  -3.7612  0.1980
H  3.2305  -1.9290  -0.4543
H  5.5766  -0.8011  -0.0977
Cl  6.5100  1.6577  0.0644
H  3.9891  2.9890  0.3372
H  0.8693  2.3919  -1.2397
H  0.5378  2.3378  0.5714
H  1.8359  3.3588  -0.0017

Forces on atoms 1 to 2 (eV/Å):
-2.030 -1.761 -0.930
-3.866 -1.005 1.477

***

C36H34FI2N6O4PdS as an isolated structure, computed with ωB97M-V/def2-TZVPD.

Calculated values
- LUMO (alpha / beta) (eV) = -11.26 / -11.25
- HOMO energy (alpha / beta) (eV) = -14.533 / -14.533
- multiplicity = 1
- net charge = +3
- Kohn-Sham gap (alpha / beta) (eV) = 3.3 / 3.3

Element x y z (Å)
Pd  1.5945  0.4768  2.3848
I  9.3322  1.5711  1.6090
C  7.2865  1.6006  2.0822
C  6.8526  2.0351  3.3319
C  5.5059  2.0770  3.5964
I  4.7453  2.6420  5.4635
C  4.5119  1.7139  2.6223
O  3.2867  1.8454  2.8994
C  5.0080  1.2213  1.3650
C  4.0187  0.8236  0.3011
N  3.1498  -0.2879  0.7004
C  3.8629  -1.5123  1.0634
C  3.9451  -1.7047  2.5597
C  4.8414  -2.6182  3.1036
C  4.8514  -2.8269  4.4709
C  3.9592  -2.1164  5.2603
C  3.0966  -1.2206  4.6462
N  3.1000  -1.0253  3.3337
C  6.3576  1.1755  1.1204
H  7.5672  2.3291  4.0843
H  3.3697  1.6794  0.0724
H  4.5753  0.5580  -0.6094
H  2.4907  -0.4680  -0.0557
H  3.3349  -2.3812  0.6534
H  4.8777  -1.5086  0.6436
H  5.5013  -3.1719  2.4555
H  5.5319  -3.5414  4.9081
H  3.9250  -2.2643  6.3264
H  2.3792  -0.6500  5.2266
H  6.7294  0.8377  0.1632
C  -4.6892  -3.4499  -1.0562
C  -4.5888  -1.9899  -0.6277
N  -3.2156  -1.5247  -0.4580
C  -2.6064  -1.7897  0.7031
C  -1.3673  -1.3243  1.0622
C  -0.7642  -1.8636  2.3930
O  -1.3958  -2.7747  2.8850
O  0.2980  -1.3309  2.7996
C  -0.6737  -0.4114  0.2255
O  0.3750  0.2320  0.4791
C  -1.2703  -0.2832  -1.0952
C  -0.5559  0.4072  -2.0775
C  -1.0354  0.5350  -3.3458
F  -0.2639  1.2097  -4.2177
C  -2.2895  0.0073  -3.7324
C  -2.9993  -0.6755  -2.7416
C  -2.5219  -0.8410  -1.4327
N  -2.7613  0.1193  -5.0283
C  -1.8908  0.6009  -6.0992
C  -2.5573  0.3740  -7.4598
N  -3.4041  -0.8392  -7.3676
C  -4.5790  -0.6006  -6.4794
C  -4.1605  0.3365  -5.3328
H  -5.7409  -3.7039  -1.1536
H  -4.2541  -4.1144  -0.3138
H  -4.2026  -3.6278  -2.0115
H  -5.0967  -1.8714  0.3303
H  -5.0922  -1.3451  -1.3472
H  -3.1384  -2.4040  1.4197
H  0.3902  0.8504  -1.8172
H  -3.9444  -1.1176  -3.0053
H  -0.9543  0.0392  -6.0581
H  -1.6495  1.6677  -6.0032
H  -1.7901  0.2454  -8.2252
H  -3.1840  1.2173  -7.7512
H  -2.8279  -1.5911  -6.9673
H  -3.7138  -1.1456  -8.2969
H  -4.9267  -1.5624  -6.1013
H  -5.3856  -0.1465  -7.0565
H  -4.7860  0.1512  -4.4625
H  -4.3195  1.3845  -5.6213
S  -0.3773  4.7926  3.4232
C  0.7510  3.5442  3.0877
N  0.2738  2.3355  2.9916
C  -1.0873  2.3250  3.1859
C  -1.9234  1.2124  3.1842
C  -3.2771  1.3843  3.3754
C  -3.8221  2.6528  3.5610
C  -3.0119  3.7730  3.5872
C  -1.6449  3.5999  3.4141
H  1.7956  3.7742  2.9659
H  -1.4954  0.2346  3.0567
H  -3.9190  0.5199  3.3951
H  -4.8856  2.7582  3.6997
H  -3.4317  4.7550  3.7365

Forces on atoms 1 to 2 (eV/Å):
-0.211 -1.268 1.989
-1.345 0.013 0.363

***

The records above yield relative energy (zero: lowest compared OMol25 entry of this formula, charge and spin) values of 113.00 1366.60 162.85 kJ/mol, respectively.
The records above yield largest force on an atom values of 2.1 15.9 4.2 eV/Å, respectively.
The records above yield E_tot values of -9337.8164 -47887.3914 -88221.3819 eV, respectively.